The following is a DFT calculation (wB97M-V/def2-TZVPD) of a molecular structure, C26H37CoN7O2PS2.

Values from the calculation:
**Gap between HOMO and LUMO (spin up / spin down)**: 7.64 / 6.33 eV
**Energy above the lowest of the compared OMol25 structures with the same formula, charge and spin**: 1.9 kcal per mole
**Expectation value of S²**: 8.766
**Net charge**: +1
**Spin multiplicity**: 6

Last column: Löwdin charge in e.
Geometry (Å):
Co (0.5034, -0.2838, 0.2694)  0.2045
C (2.5333, -1.9052, 2.0958)  -0.1229
N (1.7124, -0.7140, 2.2987)  -0.0888
C (2.4335, 0.5132, 2.6274)  -0.1294
C (1.5731, 1.6746, 2.2332)  -0.3079
N (0.6538, 1.5820, 1.3113)  0.0832
C (0.1253, 2.8669, 1.1662)  -0.2105
C (-0.8705, 3.3425, 0.3152)  -0.0151
C (-1.1922, 4.6808, 0.4101)  -0.0667
C (-0.5448, 5.5340, 1.3208)  -0.0725
C (0.4464, 5.0735, 2.1639)  -0.0084
C (0.7616, 3.7229, 2.0608)  -0.1732
N (1.6814, 2.9249, 2.7367)  0.1864
C (1.8166, -2.8094, 1.1377)  -0.3092
N (0.8753, -2.3789, 0.3438)  0.0692
C (0.4920, -3.4751, -0.4332)  -0.2108
C (-0.4643, -3.5751, -1.4418)  -0.0131
C (-0.6299, -4.8125, -2.0297)  -0.0664
C (0.1303, -5.9257, -1.6312)  -0.0715
C (1.0810, -5.8353, -0.6346)  -0.0068
C (1.2417, -4.5835, -0.0506)  -0.1717
N (2.0793, -4.1237, 0.9630)  0.1874
H (3.4812, -1.6022, 1.6464)  0.1157
H (2.7658, -2.4364, 3.0238)  0.1351
H (0.9981, -0.8934, 2.9947)  0.1080
H (3.3438, 0.5429, 2.0244)  0.1065
H (2.7269, 0.5859, 3.6795)  0.1347
H (-1.3462, 2.6886, -0.4035)  0.0756
H (-1.9563, 5.0876, -0.2385)  0.1085
H (-0.8282, 6.5772, 1.3589)  0.1087
H (0.9471, 5.7298, 2.8630)  0.1150
H (2.3335, 3.2239, 3.4414)  0.1713
H (-1.0289, -2.7075, -1.7569)  0.0756
H (-1.3570, -4.9309, -2.8217)  0.1089
H (-0.0318, -6.8764, -2.1207)  0.1093
H (1.6663, -6.6930, -0.3320)  0.1155
H (2.7651, -4.6616, 1.4653)  0.1724
C (-0.0002, 1.5391, -6.2538)  -0.0677
C (-0.4827, 0.8017, -5.0307)  -0.2816
O (0.6579, 0.2294, -4.3289)  -0.3642
P (0.9775, 0.5601, -2.7991)  0.3528
S (2.6337, 0.0250, -0.7945)  0.3587
S (-0.6826, 0.2017, -1.6736)  0.3820
O (1.1318, 2.1671, -2.7606)  -0.3823
C (2.1842, 2.8253, -3.5078)  -0.2830
C (3.3854, 3.1158, -2.6405)  -0.0837
H (-0.8568, 1.8899, -6.8315)  0.0849
H (0.5970, 0.8853, -6.8891)  0.0855
H (0.6026, 2.4052, -5.9795)  0.0667
H (-1.1299, -0.0336, -5.2932)  0.1189
H (-1.0294, 1.4586, -4.3531)  0.0941
H (1.7306, 3.7492, -3.8624)  0.1213
H (2.4490, 2.2260, -4.3810)  0.1073
H (3.1103, 3.7619, -1.8058)  0.0809
H (4.1470, 3.6255, -3.2332)  0.0846
H (3.8230, 2.1991, -2.2467)  0.0306
C (-1.7769, 0.2632, 2.5673)  -0.1495
C (-3.0639, -0.0377, 3.3761)  -0.1442
N (-3.7929, -1.1542, 2.7805)  -0.1544
C (-2.9379, -2.3369, 2.8210)  -0.1447
C (-1.6129, -2.0778, 2.0591)  -0.1497
N (-1.6017, -0.7191, 1.4717)  -0.1805
C (-2.7795, -0.6061, 0.5815)  -0.1920
C (-4.0878, -0.8353, 1.3832)  -0.1390
H (-0.8921, 0.2356, 3.2071)  0.1012
H (-1.8163, 1.2534, 2.1174)  0.1037
H (-3.7170, 0.8353, 3.4002)  0.1210
H (-2.8286, -0.2979, 4.4094)  0.1184
H (-3.4808, -3.1709, 2.3750)  0.1212
H (-2.7492, -2.5902, 3.8652)  0.1182
H (-1.4775, -2.7940, 1.2501)  0.1029
H (-0.7484, -2.1698, 2.7221)  0.1029
H (-2.6610, -1.3387, -0.2184)  0.0924
H (-2.7591, 0.3826, 0.1220)  0.0788
H (-4.6658, -1.6557, 0.9567)  0.1203
H (-4.7177, 0.0548, 1.3608)  0.1208